Formula: C4H6O2
Source: the Open Molecules 2025 dataset
Level of theory: ωB97M-V/def2-TZVPD

The geometry in ORCA input format:
```
! RIJCOSX wB97M-V def2-TZVPD def2/J DEFGRID3
* xyz 0 1
C 2.223 -0.263 0.501
C 1.195 -1.056 0.678
O 0.277 -1.771 0.808
H 3.206 -0.701 0.583
H 2.078 0.795 0.305
C -1.887 0.195 -0.324
C -0.508 0.752 -0.532
O -0.138 1.845 -0.168
H -2.571 0.997 -0.045
H -2.217 -0.308 -1.238
H -1.871 -0.564 0.468
H 0.213 0.078 -1.035
*
```

Its energy relative to the best compared isomer or geometry (same formula, charge and spin) is 43.1 kcal per mole. The frontier orbital gap is 0.372 Ha. The SMILES is C=C=O.CC=O. The energy is -8338.5939 eV.

Formula: C4H6O2
Source: the Open Molecules 2025 dataset
Level of theory: ωB97M-V/def2-TZVPD

The geometry in ORCA input format:
```
! RIJCOSX wB97M-V def2-TZVPD def2/J DEFGRID3
* xyz 0 1
C -0.104 1.011 1.000
C -0.061 -0.125 0.022
C -1.123 -0.180 -1.036
O -1.875 0.729 -1.284
C 1.180 -0.814 -0.340
O 0.198 -1.437 0.489
H -1.034 0.977 1.571
H 0.740 0.954 1.693
H -0.066 1.965 0.468
H -1.160 -1.153 -1.576
H 1.311 -1.241 -1.349
H 1.994 -0.684 0.341
*
```

Its energy relative to the best compared isomer or geometry (same formula, charge and spin) is 44.4 kcal per mole. The frontier orbital gap is 0.401 Ha. The SMILES is C[C@@]1(C=O)CO1. The energy is -8338.5368 eV.

Formula: C4H6O2
Source: the Open Molecules 2025 dataset
Level of theory: ωB97M-V/def2-TZVPD

The geometry in ORCA input format:
```
! RIJCOSX wB97M-V def2-TZVPD def2/J DEFGRID3
* xyz 0 1
C -1.217 -0.314 -0.426
C 0.297 -0.071 -0.552
C 0.612 1.362 -0.156
O 1.234 2.130 -0.848
C 1.093 -1.056 0.297
O 0.708 -0.886 1.549
H -1.462 -1.356 -0.654
H -1.566 -0.097 0.589
H -1.765 0.324 -1.128
H 0.625 -0.197 -1.588
H 0.217 1.673 0.835
H 1.224 -1.511 2.082
*
```

Its energy relative to the best compared isomer or geometry (same formula, charge and spin) is 74.8 kcal per mole. The frontier orbital gap is 0.338 Ha. The energy is -8337.2187 eV.

Formula: C4H6O2
Source: the Open Molecules 2025 dataset
Level of theory: ωB97M-V/def2-TZVPD

The geometry in ORCA input format:
```
! RIJCOSX wB97M-V def2-TZVPD def2/J DEFGRID3
* xyz 0 1
O 2.297 -0.818 0.255
C 1.596 0.157 0.146
C 0.179 0.208 -0.329
O -0.076 1.318 -1.140
C -0.725 -0.971 -0.497
C -0.793 -0.156 0.765
H 1.922 1.160 0.494
H -0.566 1.973 -0.631
H -0.347 -1.987 -0.437
H -1.513 -0.808 -1.228
H -0.359 -0.606 1.656
H -1.615 0.531 0.947
*
```

Its energy relative to the best compared isomer or geometry (same formula, charge and spin) is 41.7 kcal per mole. The frontier orbital gap is 0.389 Ha. The SMILES is O=CC1(O)CC1. The energy is -8338.6523 eV.

Formula: C4H6O2
Source: the Open Molecules 2025 dataset
Level of theory: ωB97M-V/def2-TZVPD

The geometry in ORCA input format:
```
! RIJCOSX wB97M-V def2-TZVPD def2/J DEFGRID3
* xyz 0 1
C -1.635 0.458 0.394
C -0.487 -0.156 -0.352
O -0.340 -0.060 -1.581
C 0.763 -0.610 0.268
C 1.946 0.110 -0.377
O 3.094 -0.044 -0.041
H -1.726 0.147 1.438
H -1.399 1.529 0.369
H -2.568 0.297 -0.144
H -0.285 -1.472 -0.109
H 1.003 -1.145 1.178
H 1.635 0.946 -1.044
*
```

Its energy relative to the best compared isomer or geometry (same formula, charge and spin) is 91.5 kcal per mole. The frontier orbital gap is 0.343 Ha. The energy is -8336.4950 eV.

Formula: C4H6O2
Source: the Open Molecules 2025 dataset
Level of theory: ωB97M-V/def2-TZVPD

The geometry in ORCA input format:
```
! RIJCOSX wB97M-V def2-TZVPD def2/J DEFGRID3
* xyz 0 1
O 1.162 -1.019 0.972
C 0.449 -1.107 -0.088
C -0.952 -0.684 -0.091
C -0.458 0.773 0.195
O -0.248 0.989 1.436
C 0.067 1.414 -0.892
H 0.693 -0.259 1.547
H 0.946 -1.507 -0.972
H -1.535 -1.039 0.760
H -1.449 -0.849 -1.046
H -0.137 1.082 -1.904
H 0.572 2.365 -0.752
*
```

Its energy relative to the best compared isomer or geometry (same formula, charge and spin) is 66.2 kcal per mole. The frontier orbital gap is 0.302 Ha. The energy is -8337.5887 eV.

Formula: C4H6O2
Source: the Open Molecules 2025 dataset
Level of theory: ωB97M-V/def2-TZVPD

The geometry in ORCA input format:
```
! RIJCOSX wB97M-V def2-TZVPD def2/J DEFGRID3
* xyz 0 1
C 0.643 1.191 0.365
C -0.663 0.484 0.713
C 0.442 -1.570 -0.268
O 1.608 -1.730 -0.123
C -0.578 -1.259 -1.118
O -1.446 -0.347 -0.681
H 1.525 0.788 0.876
H 0.818 1.094 -0.709
H 0.577 2.268 0.573
H -1.523 1.119 0.735
H -0.594 -0.144 1.631
H -0.810 -1.894 -1.994
*
```

Its energy relative to the best compared isomer or geometry (same formula, charge and spin) is 98.2 kcal per mole. The frontier orbital gap is 0.286 Ha. The energy is -8336.2045 eV.

Formula: C4H6O2
Source: the Open Molecules 2025 dataset
Level of theory: ωB97M-V/def2-TZVPD

The geometry in ORCA input format:
```
! RIJCOSX wB97M-V def2-TZVPD def2/J DEFGRID3
* xyz 0 1
C 2.970 1.064 -0.387
C 3.185 -0.201 -0.161
O 3.454 -1.337 -0.010
H 2.219 1.304 -1.144
H 3.054 1.829 0.370
C -2.036 -0.537 -0.381
C -0.954 0.416 0.023
O 0.033 0.144 0.640
H -1.890 -1.490 0.168
H -1.803 -0.878 -1.408
H -2.976 -0.054 -0.314
H -1.015 1.414 -0.427
*
```

Its energy relative to the best compared isomer or geometry (same formula, charge and spin) is 48.4 kcal per mole. The frontier orbital gap is 0.365 Ha. The SMILES is C=C=O.CC=O. The energy is -8338.3635 eV.

Formula: C4H6O2
Source: the Open Molecules 2025 dataset
Level of theory: ωB97M-V/def2-TZVPD

The geometry in ORCA input format:
```
! RIJCOSX wB97M-V def2-TZVPD def2/J DEFGRID3
* xyz 0 1
C -0.463 -0.304 1.667
O -0.585 1.109 1.603
C -0.740 0.375 0.400
C 0.319 0.584 -0.648
C 0.822 -0.525 -1.465
O -0.125 0.396 -1.983
H 0.543 -0.678 1.858
H -1.265 -0.818 2.197
H -1.755 0.349 -0.001
H 0.963 1.452 -0.481
H 0.450 -1.535 -1.286
H 1.815 -0.465 -1.910
*
```

Its energy relative to the best compared isomer or geometry (same formula, charge and spin) is 68.5 kcal per mole. The frontier orbital gap is 0.423 Ha. The SMILES is C1O[C@H]1[C@H]1CO1. The energy is -8337.4921 eV.

Formula: C4H6O2
Source: the Open Molecules 2025 dataset
Level of theory: ωB97M-V/def2-TZVPD

The geometry in ORCA input format:
```
! RIJCOSX wB97M-V def2-TZVPD def2/J DEFGRID3
* xyz 0 1
C -1.063 -1.188 -0.004
C -0.152 -0.134 0.493
O -0.292 0.678 1.660
C 0.159 1.268 0.423
C 1.201 0.281 0.037
O 1.205 0.249 -1.365
H -1.222 -1.941 0.775
H -2.017 -0.753 -0.299
H -0.587 -1.673 -0.864
H 0.253 2.307 0.170
H 2.175 0.228 0.514
H 0.340 0.677 -1.540
*
```

Its energy relative to the best compared isomer or geometry (same formula, charge and spin) is 101.6 kcal per mole. The frontier orbital gap is 0.366 Ha. The SMILES is C[C@]12O[C@H]1[C@@H]2O. The energy is -8336.0568 eV.

We obtain E_LUMO values of 0.69, 0.85, 0.33, 0.76, -0.51, -0.29, 0.13, 0.87, 1.04, 0.98 eV for the records listed above, in that order.